Computed, not measured: the molecule C11H7NO4, with ωB97M-V with the def2-TZVPD basis set.

```
23
Properties=species:S:1:pos:R:3:forces:R:3
O -4.4094 0.0769 1.8523 -1.00 1.42 -0.31
O -5.3752 0.1177 -0.1641 1.30 1.16 0.29
O 0.6449 1.0936 2.3871 -0.94 -0.22 1.35
O -0.6866 -1.2736 -1.5560 -0.42 0.96 1.61
N -1.8317 0.2588 0.8664 0.42 -0.48 -1.29
C 3.6706 -0.2126 -1.3763 -5.18 -1.23 1.17
C 2.9041 0.8340 0.7198 0.11 -1.29 -2.98
C -0.1117 -0.6240 -0.6787 -0.43 -1.84 -3.37
C 1.6049 0.2660 0.4906 6.26 0.56 -1.78
C -0.5940 0.1169 0.4893 -5.68 -1.06 2.08
C 0.5408 0.4632 1.3745 -0.69 1.95 -0.65
C 3.9308 0.6257 -0.3231 -2.13 0.21 1.73
C -4.3590 0.1808 0.5039 -0.38 -3.21 -0.01
C -2.9673 -0.2048 -0.0356 1.42 1.02 -0.46
C 1.3014 -0.4188 -0.7170 2.46 0.68 1.73
C 2.3238 -0.7796 -1.5773 1.47 -0.42 -0.18
H 3.0744 1.4338 1.5903 0.17 0.11 0.29
H 4.9130 1.0523 -0.3273 0.31 0.35 0.69
H 4.3719 -0.6473 -1.9699 2.26 -0.47 -1.75
H -2.9032 -1.3128 -0.2447 -0.28 1.09 0.51
H 2.1554 -1.6261 -2.3086 0.19 1.51 0.54
H -5.3542 0.3130 2.0426 0.91 -0.48 0.15
H -2.8438 0.2669 -1.0381 -0.15 -0.33 0.62
```
Forces are in eV/Å.

LUMO level	-1.605	eV
2S+1	1
total charge	0
SMILES	O=C(O)CN=c1c(=O)c2ccccc2c1=O
maximum force	6.5	eV Å⁻¹
energy relative to the best compared isomer or geometry (same formula, charge and spin)	31.3	kcal/mol

Results of the Löwdin charge analysis, in e, for atoms 1 through 5: 0.09, 0.09, 0.16, 0.12, 0.20